1.
C34H31F9IN5O5W as an isolated structure at a distorted geometry, computed with ωB97M-V with the def2-TZVPD basis set.

Results
- HOMO level (alpha / beta): -6.7 / -8.7 eV
- Spin multiplicity: 3

Atoms and positions in Å:
W -0.112 -0.175 0.518
C 0.060 -0.086 2.821
C -0.962 -1.032 2.556
C -2.150 -0.326 2.190
C -1.826 1.016 2.104
C -0.434 1.173 2.415
C 0.259 2.482 2.598
C -2.765 2.139 1.849
C -3.501 -0.931 2.001
C -0.936 -2.461 2.975
C 1.220 -0.280 3.744
H -0.010 2.923 3.562
H -0.013 3.190 1.813
H 1.345 2.372 2.576
H -3.128 2.515 2.811
H -3.627 1.827 1.260
H -2.280 2.970 1.337
H -4.116 -0.770 2.891
H -3.445 -2.011 1.851
H -4.026 -0.489 1.151
H -1.587 -2.583 3.846
H 0.064 -2.781 3.244
H -1.283 -3.135 2.191
H 1.635 -1.284 3.697
H 0.870 -0.113 4.767
H 2.029 0.428 3.562
N -1.795 -2.014 -0.440
N -1.594 -1.937 -1.825
C -0.791 -0.925 -2.314
O -0.886 -0.543 -3.456
O 0.099 -0.473 -1.434
H -1.686 -2.974 -0.141
H -2.714 -1.656 -0.210
H -2.376 -2.159 -2.421
I -4.071 6.589 -4.049
C -3.341 4.945 -3.008
C -4.122 3.802 -2.901
C -3.630 2.708 -2.203
C -2.373 2.762 -1.619
C -1.601 3.909 -1.737
C -2.079 5.010 -2.435
C -1.860 1.586 -0.860
O -2.499 0.550 -0.716
O -0.676 1.728 -0.328
H -5.099 3.763 -3.362
H -4.211 1.799 -2.113
H -0.619 3.937 -1.285
H -1.478 5.903 -2.533
F 3.195 -3.788 -1.420
C 2.816 -2.782 -0.631
F 3.907 -2.442 0.093
F 2.507 -1.749 -1.396
C 1.608 -3.174 0.320
O 0.801 -2.165 0.685
C 0.777 -4.250 -0.462
F 0.526 -3.822 -1.694
F 1.383 -5.438 -0.538
F -0.403 -4.465 0.145
C 2.215 -3.899 1.579
F 1.279 -4.600 2.222
F 2.707 -3.012 2.460
F 3.205 -4.741 1.272
N 6.846 1.705 0.976
C 7.893 2.573 0.717
C 9.249 2.542 1.047
C 10.009 3.608 0.615
C 9.444 4.670 -0.123
C 8.105 4.686 -0.442
C 7.321 3.613 -0.013
N 5.963 3.379 -0.202
C 5.736 2.247 0.390
C 4.397 1.614 0.424
C 3.410 2.149 -0.380
C 2.148 1.594 -0.364
N 1.845 0.545 0.416
C 2.811 -0.016 1.148
C 4.089 0.511 1.199
H 6.912 0.808 1.422
H 9.687 1.729 1.612
H 11.066 3.631 0.845
H 10.081 5.485 -0.441
H 7.664 5.496 -1.010
H 3.623 2.997 -1.017
H 1.346 1.978 -0.971
H 2.536 -0.894 1.698
H 4.815 0.013 1.831

Mulliken population analysis, charges in e, atoms 1 to 5:
1 W 1.65
2 C 1.15
3 C 1.09
4 C 0.22
5 C 0.69

=====

2.
C34H31IrN12O3S as an isolated structure at a distorted geometry, computed with ωB97M-V with the def2-TZVPD basis set.

Results
- HOMO level (alpha / beta): -9.8 / -9.8 eV
- Total charge: +1
- Spin multiplicity: 2

Atoms and positions in Å:
Ir -1.147 -0.514 0.172
N -1.691 0.243 3.564
C -1.940 1.241 2.730
N -2.373 2.370 3.286
C -2.656 3.375 2.474
N -3.123 4.507 2.995
N -2.493 3.341 1.127
C -2.028 2.224 0.656
N -1.744 1.100 1.375
C -1.705 2.216 -0.800
C -2.038 3.258 -1.640
C -1.644 3.177 -2.969
C -0.923 2.073 -3.397
C -0.636 1.064 -2.491
N -1.030 1.149 -1.220
H -1.933 0.404 4.527
H -1.577 -0.704 3.232
H -3.219 4.587 3.992
H -3.338 5.283 2.395
H -2.589 4.097 -1.243
H -1.897 3.969 -3.660
H -0.587 1.986 -4.420
H -0.080 0.175 -2.755
C 2.461 3.327 -1.308
C 3.569 3.016 -0.300
C 3.813 4.262 0.562
C 4.847 2.673 -1.079
C 3.198 1.845 0.609
C 4.153 1.331 1.513
C 3.893 0.256 2.331
C 2.633 -0.338 2.249
S 2.020 -1.732 3.090
C 0.554 -1.595 2.228
N 0.493 -0.571 1.404
C 1.680 0.162 1.377
C 1.951 1.260 0.564
C -0.621 -2.425 2.341
C -0.750 -3.539 3.164
C -1.972 -4.180 3.223
C -3.042 -3.690 2.480
C -2.898 -2.599 1.631
C -1.664 -1.969 1.521
H 2.783 4.138 -1.961
H 1.540 3.647 -0.813
H 2.233 2.461 -1.936
H 4.127 5.099 -0.065
H 4.592 4.088 1.305
H 2.902 4.552 1.090
H 5.075 3.470 -1.788
H 4.727 1.741 -1.637
H 5.709 2.559 -0.422
H 5.131 1.792 1.570
H 4.643 -0.115 3.016
H 1.183 1.597 -0.114
H 0.098 -3.904 3.731
H -2.094 -5.059 3.839
H -4.007 -4.176 2.555
H -3.750 -2.250 1.065
C -2.026 -4.217 -4.209
N -2.407 -3.239 -3.190
C -3.694 -2.885 -3.002
C -4.067 -1.944 -2.102
C -3.013 -1.399 -1.342
O -3.122 -0.494 -0.419
N -1.751 -1.769 -1.489
C -1.339 -2.656 -2.478
O -0.207 -2.904 -2.790
H -2.923 -4.718 -4.561
H -1.339 -4.937 -3.773
H -1.524 -3.722 -5.039
H -4.414 -3.388 -3.633
H -5.090 -1.641 -1.953
N 2.903 -1.576 -1.443
C 1.706 -1.845 -0.872
O 0.821 -0.934 -1.031
C 1.607 -3.009 -0.075
C 2.816 -3.627 0.339
N 3.828 -4.059 0.687
C 0.388 -3.627 0.285
N -0.601 -4.138 0.593
H 2.993 -0.762 -2.023
H 3.635 -2.265 -1.447

Mulliken population analysis, charges in e, atoms 1 to 5:
1 Ir 3.29
2 N -0.11
3 C 0.32
4 N -0.78
5 C 0.20

=====

3.
C34H31N4OPS2Tc as an isolated structure at a distorted geometry, computed with ωB97M-V with the def2-TZVPD basis set.

Results
- HOMO level (alpha / beta): -0.1 / -1.3 eV
- Total charge: -2
- Spin multiplicity: 4

Atoms and positions in Å:
Tc -0.872 0.313 0.295
S -2.500 -1.315 1.379
C -2.569 -2.972 0.753
C -3.939 -3.401 0.569
N -5.042 -3.723 0.443
C -1.601 -3.892 0.436
S 0.113 -3.832 0.548
C -2.078 -5.139 -0.149
N -2.418 -6.122 -0.646
C 5.128 -0.045 -0.015
C 4.570 -1.315 0.049
C 3.317 -1.503 0.622
C 2.599 -0.423 1.148
C 3.151 0.853 1.040
C 4.408 1.039 0.470
P 0.898 -0.697 1.798
C 1.192 -1.762 3.273
C 2.453 -2.035 3.792
C 2.591 -2.754 4.979
C 1.471 -3.206 5.659
C 0.206 -2.936 5.145
C 0.067 -2.222 3.964
C 0.544 0.870 2.687
C 0.985 1.331 3.926
C 0.516 2.556 4.387
C -0.372 3.294 3.601
C -0.811 2.814 2.372
C -0.387 1.567 1.894
H 6.111 0.100 -0.445
H 5.110 -2.166 -0.351
H 2.878 -2.495 0.656
H 2.589 1.706 1.399
H 4.826 2.038 0.407
H 3.338 -1.684 3.278
H 3.582 -2.953 5.372
H 1.581 -3.765 6.582
H -0.677 -3.286 5.667
H -0.918 -2.020 3.557
H 1.680 0.747 4.522
H 0.830 2.933 5.355
H -0.727 4.256 3.960
H -1.511 3.399 1.781
C 1.525 0.686 -2.798
N 0.398 0.124 -3.550
C -0.238 1.127 -4.412
C -0.445 -0.650 -2.769
O -0.208 -0.786 -1.577
N -1.518 -1.204 -3.408
C -2.546 -1.838 -2.585
C -1.337 -1.817 -4.713
H 2.241 1.099 -3.510
H 2.007 -0.094 -2.214
H 1.189 1.465 -2.108
H -0.472 2.032 -3.841
H -1.162 0.745 -4.833
H 0.441 1.389 -5.226
H -2.654 -1.302 -1.650
H -2.304 -2.880 -2.372
H -3.496 -1.798 -3.123
H -0.465 -1.402 -5.210
H -2.220 -1.648 -5.334
H -1.196 -2.898 -4.605
C -1.515 1.687 -0.743
C -1.921 2.803 -1.466
C -0.994 3.850 -1.819
C -1.399 4.968 -2.518
C -2.731 5.131 -2.932
C -3.651 4.115 -2.615
C -3.275 2.989 -1.917
H 0.035 3.744 -1.488
H -0.672 5.742 -2.749
H -3.044 6.019 -3.468
H -4.686 4.226 -2.927
H -3.999 2.219 -1.674

Mulliken population analysis, charges in e, atoms 1 to 5:
1 Tc -0.92
2 S -0.43
3 C 0.35
4 C -0.15
5 N -0.69

=====

4.
C34H31N5OPbS2SbSe4Te as an isolated structure, computed with ωB97M-V with the def2-TZVPD basis set.

Results
- HOMO level: -4.9 eV
- Total charge: -1

Atoms and positions in Å:
Pb 1.200 0.748 0.073
C -1.154 -1.548 0.916
C -0.522 -0.748 2.016
N 0.741 -0.886 2.203
N 1.258 -0.349 3.347
C 2.243 0.448 3.320
S 2.957 1.335 1.992
S 3.032 0.741 4.898
C 2.958 -0.941 5.606
C 1.688 -1.279 6.336
C 0.744 -2.132 5.773
C -0.430 -2.430 6.450
C -0.677 -1.879 7.699
C 0.263 -1.031 8.271
C 1.436 -0.738 7.593
C -1.350 0.229 2.753
C -2.103 -0.091 3.872
C -2.859 0.877 4.517
C -2.849 2.176 4.013
C -2.115 2.503 2.888
C -1.347 1.537 2.206
O -0.710 1.811 1.096
H -0.395 -2.067 0.327
H -1.818 -2.289 1.369
H -1.775 -0.909 0.283
H 3.148 -1.639 4.793
H 3.809 -0.971 6.289
H 0.926 -2.550 4.792
H -1.157 -3.092 5.996
H -1.595 -2.107 8.224
H 0.080 -0.597 9.246
H 2.162 -0.066 8.036
H -2.073 -1.104 4.260
H -3.431 0.629 5.401
H -3.427 2.947 4.509
H -2.110 3.512 2.494
Se 3.075 -4.170 -4.323
Sb 3.284 -2.050 -3.217
Se 2.222 -2.037 -0.939
Se 1.434 -0.483 -4.611
Se 5.373 -0.906 -3.387
N 1.255 3.347 -3.570
C -0.037 3.333 -3.063
C -0.898 4.360 -3.483
C -2.189 4.378 -3.009
C -2.598 3.393 -2.118
C -1.681 2.423 -1.774
N -0.431 2.367 -2.246
C 2.491 2.946 -3.061
C 3.614 3.506 -3.687
C 4.872 3.177 -3.239
C 4.996 2.279 -2.190
C 3.840 1.752 -1.663
N 2.600 2.075 -2.064
H 1.366 4.017 -4.313
H -0.541 5.124 -4.163
H -2.869 5.162 -3.319
H -3.588 3.390 -1.685
H -1.949 1.641 -1.074
H 3.483 4.191 -4.517
H 5.745 3.604 -3.714
H 5.955 1.949 -1.820
H 3.908 0.995 -0.887
C -0.473 -3.060 -3.249
Te -0.183 -0.998 -2.846
C -1.975 -0.719 -4.017
C -2.394 -2.071 -4.532
C -3.498 -2.214 -5.370
C -3.863 -3.461 -5.846
C -3.121 -4.582 -5.488
C -2.027 -4.447 -4.652
C -1.662 -3.195 -4.159
H -0.603 -3.561 -2.288
H 0.443 -3.452 -3.702
H -1.776 -0.005 -4.816
H -2.729 -0.281 -3.360
H -4.068 -1.337 -5.653
H -4.720 -3.562 -6.499
H -3.393 -5.558 -5.868
H -1.439 -5.314 -4.376

Mulliken population analysis, charges in e, atoms 1 to 5:
1 Pb 1.94
2 C -0.73
3 C 0.05
4 N -0.45
5 N -0.10

=====

5.
A 3-piece molecular cluster, C34H32B3NO7 overall at a distorted geometry, computed with ωB97M-V with the def2-TZVPD basis set.

Results
- HOMO level: -8.4 eV
- SMILES: O=C1c2ccccc2C(=O)c2ccccc21.O=C1c2ccccc2C(=O)c2ccccc21.CC[C@H](C)B1OBOB(CNC)O1

Atoms and positions in Å:
C 1.740 3.459 3.058
C 0.151 3.139 3.128
C -0.228 1.535 2.959
C 0.070 1.037 1.420
B -1.809 1.352 3.396
O -2.079 0.808 4.718
B -3.418 1.143 5.193
O -4.110 2.291 4.562
B -4.152 1.877 3.139
C -5.603 1.559 2.447
N -6.249 2.665 1.748
C -5.892 4.036 2.092
O -2.873 1.730 2.439
H 2.331 2.489 2.849
H 1.973 4.235 2.212
H 2.042 3.930 4.082
H -0.362 3.687 2.247
H -0.271 3.524 4.130
H 0.451 0.928 3.683
H 1.199 1.236 1.221
H -0.523 1.646 0.635
H -0.072 -0.105 1.333
H -3.957 0.554 6.071
H -5.415 0.678 1.692
H -6.282 1.096 3.279
H -7.083 2.488 1.199
H -6.681 4.780 1.643
H -4.868 4.408 1.646
H -5.926 4.246 3.245
C 7.307 -5.876 0.962
C 6.317 -6.401 0.134
C 5.161 -5.669 -0.122
C 4.987 -4.412 0.463
C 5.967 -3.897 1.311
C 7.134 -4.627 1.552
C 5.772 -2.589 1.975
O 6.630 -2.137 2.716
C 4.518 -1.843 1.735
C 4.294 -0.635 2.400
C 3.121 0.082 2.170
C 2.171 -0.398 1.270
C 2.391 -1.608 0.611
C 3.560 -2.335 0.850
C 3.764 -3.633 0.172
O 2.931 -4.060 -0.615
H 8.213 -6.444 1.154
H 6.448 -7.382 -0.316
H 4.396 -6.081 -0.773
H 7.907 -4.226 2.201
H 5.030 -0.251 3.101
H 2.951 1.013 2.691
H 1.221 0.182 1.073
H 1.646 -1.982 -0.087
C 0.498 -1.882 -2.703
C 1.325 -0.800 -3.004
C 0.807 0.310 -3.666
C -0.538 0.337 -4.040
C -1.360 -0.755 -3.761
C -0.842 -1.861 -3.081
C -2.774 -0.760 -4.196
O -3.494 -1.714 -3.949
C -3.299 0.404 -4.942
C -4.616 0.389 -5.409
C -5.123 1.487 -6.101
C -4.321 2.605 -6.320
C -3.006 2.621 -5.860
C -2.491 1.515 -5.179
C -1.083 1.528 -4.726
O -0.378 2.506 -4.922
H 0.900 -2.744 -2.179
H 2.374 -0.822 -2.720
H 1.456 1.152 -3.892
H -1.480 -2.710 -2.849
H -5.249 -0.478 -5.239
H -6.145 1.471 -6.468
H -4.718 3.464 -6.853
H -2.385 3.494 -6.039

Mulliken population analysis, charges in e, atoms 1 to 5:
1 C -0.65
2 C -0.59
3 C 0.42
4 C -1.31
5 B 0.48

=====

6.
C34H32BF3HgN8Sb as an isolated structure, computed with ωB97M-V with the def2-TZVPD basis set.

Results
- HOMO level: -11.2 eV
- Total charge: +1

Atoms and positions in Å:
Hg -0.450 -0.389 0.734
C -2.074 2.713 -0.882
C -2.083 1.441 -1.660
C -2.515 1.212 -2.970
C -2.342 -0.139 -3.173
N -1.839 -0.679 -2.049
N -1.665 0.296 -1.126
B -1.504 -2.181 -1.773
N 0.036 -2.355 -1.741
C 0.907 -2.970 -2.560
C 2.162 -2.905 -1.991
C 1.981 -2.221 -0.788
C 2.977 -1.886 0.273
N 0.700 -1.892 -0.648
N -2.087 -2.641 -0.374
C -2.803 -3.755 -0.145
C -3.075 -3.852 1.203
C -2.467 -2.735 1.777
C -2.397 -2.309 3.205
N -1.879 -2.021 0.823
N -2.208 -2.996 -2.835
C -3.549 -2.988 -3.054
C -3.811 -3.823 -4.107
C -2.545 -4.315 -4.495
C -2.224 -5.270 -5.599
N -1.592 -3.814 -3.730
H -2.673 3.472 -1.381
H -1.064 3.110 -0.783
H -2.490 2.565 0.117
H -2.916 1.930 -3.663
H -2.552 -0.750 -4.033
H 0.558 -3.427 -3.467
H 3.075 -3.316 -2.382
H 3.943 -2.334 0.049
H 2.649 -2.259 1.245
H 3.130 -0.809 0.366
H -3.070 -4.410 -0.955
H -3.631 -4.624 1.702
H -2.994 -2.970 3.829
H -2.778 -1.294 3.329
H -1.370 -2.337 3.573
H -4.211 -2.393 -2.447
H -4.769 -4.053 -4.539
H -3.130 -5.574 -6.120
H -1.740 -6.166 -5.214
H -1.553 -4.813 -6.327
F 2.962 4.132 -3.638
C 2.549 3.587 -2.489
C 2.534 2.209 -2.377
C 2.099 1.655 -1.184
C 1.696 2.475 -0.130
C 1.717 3.859 -0.277
C 2.147 4.426 -1.467
Sb 1.032 1.562 1.627
C 2.793 1.242 2.706
C 4.024 1.170 2.061
C 5.184 0.970 2.793
C 5.081 0.844 4.165
F 6.197 0.649 4.875
C 3.874 0.918 4.836
C 2.722 1.118 4.092
C 0.088 3.011 2.784
C -1.275 2.926 3.057
C -1.898 3.891 3.833
C -1.130 4.931 4.321
F -1.720 5.865 5.072
C 0.226 5.045 4.071
C 0.835 4.072 3.298
H 2.844 1.598 -3.212
H 2.050 0.573 -1.104
H 1.390 4.509 0.525
H 2.171 5.497 -1.612
H 4.098 1.294 0.987
H 6.155 0.919 2.322
H 3.851 0.821 5.911
H 1.772 1.186 4.609
H -1.866 2.103 2.670
H -2.952 3.849 4.065
H 0.779 5.876 4.484
H 1.901 4.141 3.111

Mulliken population analysis, charges in e, atoms 1 to 5:
1 Hg 1.75
2 C -1.01
3 C 0.53
4 C -1.65
5 C -0.04